14
Properties=species:S:1:pos:R:3:forces:R:3 method="wB97M-V/def2-TZVPD" gap_ev=10.3756 e_homo_ha=-0.341 e_lumo_ev=1.1012 multiplicity=1
N -2.315 -0.937 0.405 0.6 0.5 -0.2
C -1.151 -0.558 0.403 0.6 -1.3 -0.6
O 0.139 -1.322 -0.668 -0.9 -0.4 1.5
C 1.356 -0.770 -0.190 -0.1 -0.1 0.3
C 0.970 0.635 0.263 0.2 0.0 0.2
C -0.125 1.091 -0.630 0.3 0.1 -0.4
C -0.411 0.613 0.823 -0.1 -0.4 -0.3
H -2.747 -1.477 -0.333 0.4 -0.5 0.3
H 2.145 -0.690 -0.964 -0.6 -0.3 0.0
H 1.742 -1.385 0.627 0.1 0.1 0.1
H 1.684 1.318 0.703 0.0 -0.1 0.0
H -0.218 0.079 -1.254 -0.7 3.1 -0.1
H -0.340 2.140 -0.827 0.2 -0.4 -0.3
H -0.728 1.262 1.642 -0.1 -0.3 -0.5

***

17
Properties=species:S:1:pos:R:3:forces:R:3 method="wB97M-V/def2-TZVPD" smiles="NCC/C(=N/O)NS" gap_ev=9.3149 e_homo_ha=-0.321 e_lumo_ev=0.5713 multiplicity=1
C 1.667 -0.823 -0.160 2.4 1.8 4.0
C 0.551 -0.304 0.760 -0.8 -0.2 2.6
C -0.703 0.497 0.229 -4.0 1.6 -2.1
H 2.986 -0.031 -1.546 -0.3 0.4 1.5
H 2.059 1.092 -0.904 -0.8 0.4 0.2
H 2.264 -1.605 0.580 -1.1 2.1 -1.9
H 1.165 -1.435 -0.803 -0.9 -1.4 -2.7
H 0.253 -1.360 1.066 -0.7 1.8 0.3
H 0.938 0.232 1.766 -0.8 -1.0 -2.6
H -2.912 0.374 -0.458 2.6 -1.6 0.6
H -2.068 -2.153 1.133 0.3 0.0 -2.8
H -2.150 3.240 -0.139 1.1 0.3 0.8
N 2.564 0.274 -0.625 0.6 -2.2 -1.8
N -1.996 -0.194 -0.318 2.3 -0.6 0.6
N -0.815 1.809 0.181 3.2 -1.4 1.7
O -1.915 2.351 -0.401 -1.8 -2.0 -1.3
S -1.888 -1.963 -0.361 -1.2 2.1 2.9

***

33
Properties=species:S:1:pos:R:3:forces:R:3 method="wB97M-V/def2-TZVPD" gap_ev=1.7277 e_homo_ha=-0.533 charge=+3 e_lumo_ev=-12.7653 multiplicity=1
Sr 2.478 -24.187 -19.853 0.8 -0.2 0.1
Sr 0.438 -18.991 -16.183 0.4 0.3 0.4
C 7.478 -21.203 -15.688 0.0 -0.2 0.7
C 6.089 -21.531 -16.371 -0.5 -1.5 -0.9
O 5.932 -22.760 -16.670 0.5 0.5 0.3
O 5.237 -20.660 -16.605 0.0 1.2 0.4
H 8.113 -22.088 -15.653 -0.2 0.1 -0.4
H 7.314 -20.954 -14.640 -0.6 0.0 0.1
H 8.033 -20.337 -16.048 -0.4 -0.1 -0.7
C 7.641 -14.722 -16.583 0.8 0.9 0.9
O 8.907 -14.032 -16.481 -0.5 -0.7 -0.7
H 6.861 -14.013 -16.860 -0.2 -0.1 -0.2
H 7.684 -15.537 -17.305 0.3 0.2 0.0
H 7.436 -15.114 -15.587 -0.4 -0.3 -0.1
H 8.828 -13.390 -15.771 0.0 0.1 0.0
O 8.465 -21.546 -8.276 0.0 0.3 0.0
H 8.016 -22.035 -7.586 -0.1 -0.1 0.2
H 8.253 -22.018 -9.081 0.0 -0.2 -0.2
O 13.150 -25.075 -16.730 -0.2 -0.1 0.2
H 12.751 -24.286 -17.095 0.0 0.3 0.0
H 13.560 -25.505 -17.480 0.2 -0.1 -0.1
O 6.973 -23.852 -11.450 0.1 0.1 0.1
H 7.260 -23.890 -12.362 0.2 -0.1 -0.2
H 6.019 -23.917 -11.496 -0.3 -0.1 0.1
O 12.390 -20.762 -18.546 -0.1 -0.2 0.2
H 12.345 -19.807 -18.585 0.1 0.3 0.0
H 11.939 -21.056 -19.338 0.0 -0.1 -0.2
O 6.826 -27.673 -15.591 -0.3 -0.1 -0.2
H 6.386 -26.840 -15.758 0.0 0.2 0.0
H 7.711 -27.427 -15.320 0.3 0.0 0.1
O 2.763 -24.036 -12.291 0.0 0.4 -0.2
H 2.716 -24.270 -13.218 0.1 -0.2 -0.1
H 2.233 -24.699 -11.849 -0.1 -0.2 0.3

***

8
Properties=species:S:1:pos:R:3:forces:R:3 method="wB97M-V/def2-TZVPD" gap_ev="7.1122 / 9.7439" e_homo_ha="-0.320 / -0.370" e_lumo_ev="-1.5968 / -0.3325" multiplicity=1
C -0.573 -1.057 0.460 5.4 2.0 -1.7
C 1.077 0.589 -0.188 -2.5 -1.5 -0.5
C 0.896 -0.656 0.221 -3.9 -0.5 1.2
C -1.092 0.749 -0.682 -2.0 0.2 0.0
N -1.487 -0.285 -0.063 -1.6 -1.6 0.6
N -0.034 1.334 -0.714 2.2 1.2 -0.6
H -0.669 -1.841 1.123 -1.3 -1.7 1.0
H 1.884 1.167 -0.157 3.5 1.9 0.0

***

40
Properties=species:S:1:pos:R:3:forces:R:3 method="wB97M-V/def2-TZVPD" smiles=COc1c(Cl)cc(Cl)cc1CNCC[NH2+]C[C@H](C)O gap_ev=8.8837 e_homo_ha=-0.416 charge=+1 e_lumo_ev=-2.4255 multiplicity=1
C 0.939 0.771 -2.844 0.1 0.3 -0.4
H 1.937 0.342 -2.916 0.0 0.0 0.0
H 1.012 1.859 -2.863 0.0 -0.1 0.0
H 0.331 0.438 -3.687 0.1 0.0 0.1
O 0.323 0.452 -1.603 -0.2 -0.4 0.1
C 0.596 -0.735 -0.985 0.1 -0.1 0.2
C 0.789 -1.971 -1.611 0.0 0.1 0.1
C 1.045 -3.113 -0.864 0.0 0.0 0.2
C 1.090 -3.049 0.518 -0.1 0.2 -0.2
C 0.871 -1.840 1.159 0.0 -0.1 -0.2
C 0.633 -0.694 0.420 0.0 0.1 -0.2
C 0.358 0.607 1.133 0.3 -0.1 -0.2
N -1.033 0.725 1.583 0.0 -0.2 0.2
H -1.210 0.052 2.323 0.0 0.0 -0.1
C -2.051 0.642 0.535 -0.1 0.0 -0.1
H -2.508 -0.344 0.449 0.0 0.1 0.0
C -3.117 1.706 0.891 -0.3 -0.4 -0.2
N -2.363 2.793 1.532 0.2 0.1 0.3
H -2.851 3.225 2.314 0.0 -0.1 -0.1
C -1.829 3.827 0.634 0.5 0.5 0.1
H -2.627 4.471 0.260 0.0 -0.1 0.0
H -1.346 3.325 -0.206 0.0 0.0 0.0
C -0.779 4.655 1.389 -0.3 0.2 -0.3
C -0.043 5.590 0.438 -0.2 -0.2 0.2
H -0.745 6.252 -0.061 -0.1 0.1 -0.1
H 0.670 6.202 0.985 0.0 0.1 0.0
H 0.495 5.017 -0.312 0.0 -0.1 -0.1
O 0.082 3.709 1.996 0.2 -0.1 0.0
H 0.877 4.156 2.305 0.0 0.0 0.0
H -1.279 5.248 2.173 0.0 -0.1 -0.1
H -1.482 2.123 1.881 -0.4 0.3 0.1
H -3.834 1.299 1.605 0.0 0.1 0.0
H -3.656 2.047 0.008 0.0 0.0 0.1
H -1.583 0.880 -0.420 0.0 0.0 0.0
H 0.566 1.444 0.466 0.0 0.0 0.2
H 0.992 0.695 2.015 0.0 0.0 -0.1
H 0.905 -1.792 2.237 0.0 0.0 0.2
Cl 1.401 -4.471 1.437 0.0 -0.1 0.1
H 1.195 -4.053 -1.370 0.0 -0.1 -0.1
Cl 0.668 -2.183 -3.325 -0.1 -0.1 0.0

***

no.,maximum force (eV/A),calculated total energy (eV)
1,3.15,-8832.084
2,5.02,-20605.349
3,1.82,-23483.457
4,6.03,-7154.643
5,0.71,-45935.536